1.
A molecular structure, C40H40BaF5N4OPTe in a non-equilibrium geometry. Source: the OMol25 dataset; level of theory: ωB97M-V/def2-TZVPD.

Structure (ORCA input):
```
! RIJCOSX wB97M-V def2-TZVPD def2/J DEFGRID3
* xyz 0 1
Ba 1.5149 -0.1300 -1.7319
C 3.1169 2.3965 0.4305
C 2.0499 1.9684 1.4517
C 2.2720 0.6131 2.0569
C 2.8446 0.4442 3.3077
C 2.9822 -0.8388 3.8156
C 2.5211 -1.9037 3.0656
C 1.9605 -1.6460 1.8244
N 1.8513 -0.4187 1.3137
N 2.5060 2.9692 -0.7707
C 1.5410 4.0231 -0.4627
C 0.0917 3.5944 -0.4325
C -0.8055 4.2717 0.3801
C -2.1544 3.9663 0.2949
C -2.5593 2.9891 -0.5944
C -1.5865 2.3441 -1.3436
N -0.2851 2.6294 -1.2760
C 3.5150 3.4925 -1.6868
C 4.3579 2.4562 -2.3778
C 5.7320 2.4247 -2.2116
C 6.4869 1.5649 -2.9964
C 5.8375 0.7707 -3.9198
C 4.4522 0.8359 -3.9870
N 3.7172 1.6511 -3.2356
H 3.7212 1.5362 0.1272
H 3.8103 3.1179 0.8948
H 1.0885 1.9115 0.9449
H 1.9477 2.7181 2.2378
H 3.1675 1.3083 3.8740
H 3.4285 -0.9988 4.7888
H 2.5792 -2.9204 3.4271
H 1.5782 -2.4559 1.2184
H 1.6081 4.7793 -1.2476
H 1.7900 4.5420 0.4729
H -0.4473 5.0338 1.0609
H -2.8758 4.4789 0.9185
H -3.5970 2.7029 -0.6863
H -1.8700 1.5654 -2.0389
H 4.1749 4.2163 -1.1817
H 2.9873 4.0255 -2.4784
H 6.2020 3.0810 -1.4907
H 7.5629 1.5233 -2.8895
H 6.3761 0.0858 -4.5575
H 3.9106 0.1924 -4.6707
C -4.4697 0.3561 -1.8049
C -4.9654 0.1540 -0.3942
C -6.2485 0.6010 -0.0869
C -6.7932 0.4360 1.1758
C -6.0495 -0.2005 2.1571
C -4.7734 -0.6567 1.8645
C -4.2044 -0.4852 0.6006
P -2.4531 -0.9539 0.2553
C -1.9506 -1.6852 1.8657
C -1.8635 -3.0651 2.0251
C -1.4263 -3.6220 3.2192
C -1.0731 -2.7943 4.2730
C -1.1525 -1.4169 4.1231
C -1.5819 -0.8461 2.9299
C -1.6749 0.6488 2.8056
C -2.6074 -2.3624 -0.8660
C -3.8412 -2.9006 -1.2379
C -3.9471 -3.8426 -2.2442
C -2.7805 -4.2580 -2.8900
C -1.5504 -3.7727 -2.5088
C -1.4009 -2.8240 -1.4674
C -0.1058 -2.3640 -1.0491
H -5.0015 -0.3056 -2.4911
H -3.4125 0.1232 -1.9133
H -4.6447 1.3830 -2.1347
H -6.8299 1.0877 -0.8628
H -7.7923 0.7951 1.3884
H -6.4613 -0.3511 3.1471
H -4.2096 -1.1654 2.6364
H -2.1358 -3.7052 1.1938
H -1.3661 -4.6981 3.3231
H -0.7329 -3.2172 5.2104
H -0.8723 -0.7687 4.9464
H -1.2557 1.1426 3.6837
H -2.7132 0.9723 2.6960
H -1.1473 0.9975 1.9156
H -4.7389 -2.5682 -0.7289
H -4.9113 -4.2485 -2.5209
H -2.8395 -4.9882 -3.6894
H -0.6539 -4.1337 -3.0017
H 0.6972 -3.0302 -1.3702
H -0.0451 -2.1743 0.0225
F 5.6285 -2.5830 -1.1124
Te 4.0582 -2.3313 -2.0576
F 5.2107 -2.0024 -3.4830
F 4.1292 -0.5797 -1.2587
F 3.1721 -2.7984 -0.4857
F 4.0758 -4.1265 -2.4897
O 2.6025 -1.7835 -2.9470
*
```

Computed properties:
**HOMO level**: -5.73 eV
**Orbital gap**: 5.33 eV
**LUMO energy**: -0.015 hartree
**Maximum force**: 3.0 eV/A
**Relative energy (zero: lowest compared OMol25 entry of this formula, charge and spin)**: 86.3 kcal per mole

These are the Löwdin partial charges, in e, on atoms 1 to 8: Ba 1.790; C -0.176; C -0.121; C -0.294; C -0.015; C -0.053; C -0.043; C -0.135

---

2.
A molecular structure, C40H40CoN10O in a non-equilibrium geometry. Source: the OMol25 dataset; level of theory: ωB97M-V/def2-TZVPD.

Structure (ORCA input):
```
! RIJCOSX wB97M-V def2-TZVPD def2/J DEFGRID3
* xyz 2 4
Co 1.1517 -0.0177 -0.5969
C 0.2048 -4.5983 -0.9433
C -0.8800 -3.7292 -1.5009
C -2.1250 -4.3079 -1.7075
C -3.2016 -3.5717 -2.1653
C -3.0489 -2.2122 -2.3898
C -1.8297 -1.5919 -2.1875
C -1.7034 -0.1196 -2.3999
C -0.7163 -2.3553 -1.7855
N 0.5435 -1.7671 -1.6315
C 1.5783 -2.2821 -2.2165
C 1.5435 -3.2181 -3.3773
C 2.9041 -1.8401 -1.7702
C 4.0624 -2.7280 -2.0658
N 2.9812 -0.7399 -1.0966
C 4.2281 -0.1431 -0.8672
C 4.7465 0.0113 0.4304
C 3.9567 -0.3966 1.6331
C 6.0149 0.5428 0.5870
C 6.7680 0.9340 -0.5079
C 6.2311 0.8308 -1.7794
C 4.9664 0.3024 -1.9852
C 4.4207 0.2396 -3.3813
H -0.2050 -5.1781 -0.1163
H 1.0716 -4.0452 -0.5810
H 0.5413 -5.3072 -1.7020
H -2.2441 -5.3650 -1.5264
H -4.1491 -4.0590 -2.3338
H -3.8832 -1.6259 -2.7432
H -2.6769 0.3166 -2.6012
H -1.0527 0.1181 -3.2403
H -1.3013 0.3262 -1.4848
H 0.5276 -3.4144 -3.7100
H 2.0281 -4.1678 -3.1535
H 2.1025 -2.7653 -4.1993
H 3.8425 -3.7387 -1.7232
H 4.9605 -2.3762 -1.5678
H 4.2615 -2.7904 -3.1341
H 3.4651 -1.3582 1.4928
H 3.1995 0.3622 1.8351
H 4.6033 -0.4587 2.5031
H 6.4188 0.6472 1.5817
H 7.7629 1.3257 -0.3712
H 6.8102 1.1442 -2.6346
H 4.7901 1.0889 -3.9536
H 3.3302 0.2531 -3.4072
H 4.7644 -0.6668 -3.8835
C 0.3921 0.0446 4.9262
N 0.5985 -0.3148 3.5444
C 0.7230 0.4625 2.4689
N 0.7039 -0.2942 1.3707
C 0.5403 -1.5521 1.8635
N 0.4702 -1.5803 3.1614
C -1.0982 0.0611 5.1975
C -1.6619 -0.6583 6.2430
C -3.0365 -0.6547 6.4320
C -3.8659 0.0239 5.5603
C -3.3050 0.7225 4.4927
C -1.9235 0.7480 4.3248
C -4.1387 1.3643 3.5084
N -5.4369 1.3527 3.4092
N -5.7667 1.9889 2.3023
C -4.6705 2.3891 1.7247
O -3.5895 2.0156 2.4530
C -4.5138 3.0667 0.4608
C -5.6161 3.2986 -0.3597
C -5.4239 3.9154 -1.5809
C -4.1522 4.2907 -1.9900
C -3.0455 4.0707 -1.1745
C -1.6740 4.5556 -1.6110
N -0.6816 3.5050 -1.6857
C -0.1433 2.7452 -0.7326
N 0.6916 1.8610 -1.2763
C 0.6335 2.1587 -2.6032
N -0.1848 3.1372 -2.8628
C -3.2392 3.4653 0.0572
H 0.8414 1.0206 5.1234
H 0.8804 -0.7063 5.5485
H 0.8630 1.5263 2.5018
H 0.4672 -2.4328 1.2601
H -1.0249 -1.2179 6.9093
H -3.4582 -1.2086 7.2546
H -4.9366 0.0187 5.6774
H -1.5131 1.2977 3.4894
H -6.5911 2.9856 -0.0256
H -6.2691 4.1067 -2.2218
H -4.0255 4.7800 -2.9432
H -1.3246 5.3356 -0.9235
H -1.7383 4.9683 -2.6216
H -0.3170 2.8524 0.3162
H 1.2181 1.6669 -3.3543
H -2.4175 3.3142 0.7402
*
```

Computed properties:
**HOMO level (spin up / spin down)**: -12.63 / -12.63 eV
**Orbital gap (spin up / spin down)**: 5.95 / 5.62 eV
**LUMO energy (spin up / spin down)**: -0.246 / -0.258 hartree
**Maximum force**: 2.5 eV/A
**Relative energy (zero: lowest compared OMol25 entry of this formula, charge and spin)**: 9.1 kcal per mole

These are the Löwdin partial charges, in e, on atoms 1 to 8: Co 0.827; C -0.034; C -0.210; C -0.025; C -0.031; C -0.021; C -0.201; C -0.033

---

3.
A molecular structure, C40H40CoNO2Si in a non-equilibrium geometry. Source: the OMol25 dataset; level of theory: ωB97M-V/def2-TZVPD.

Structure (ORCA input):
```
! RIJCOSX wB97M-V def2-TZVPD def2/J DEFGRID3
* xyz -1 4
C 2.1754 -0.2676 0.3097
C 2.2168 -0.9696 -0.9168
C 1.8538 -0.0778 -1.9511
H 2.4658 -2.0088 -1.0364
C 1.6209 1.1830 -1.3637
C 1.8216 1.0663 0.0227
H 1.2834 2.0643 -1.8780
C -1.3069 -1.8711 0.6805
C -0.2099 -2.5883 0.1750
C -0.3049 -2.5920 -1.2334
H 0.5821 -3.0299 0.7560
C -1.4540 -1.8704 -1.6214
C -2.0707 -1.4310 -0.4203
H 1.7891 -0.3072 -3.0010
H 1.6504 1.8443 0.7460
H 2.3900 -0.6748 1.2833
H -2.9538 -0.8230 -0.3501
H 0.4020 -3.0463 -1.9040
H -1.5111 -1.6598 1.7168
Co -0.0090 -0.3431 -0.5487
C -1.9850 -1.6624 -3.0241
C -3.4934 -1.9336 -3.0037
C -1.3026 -2.6124 -4.0032
H -3.6879 -2.9440 -2.6465
H -3.9113 -1.8244 -3.9990
H -4.0060 -1.2425 -2.3362
H -1.4933 -3.6504 -3.7358
H -0.2240 -2.4574 -4.0130
H -1.6821 -2.4483 -5.0056
C -1.6880 -0.2062 -3.4052
C -2.2258 0.3158 -4.7201
H -0.6034 -0.0658 -3.4118
H -2.0447 0.4549 -2.6163
O -3.1331 -0.1984 -5.3656
N -1.6247 1.4586 -5.1644
C -0.4381 2.0889 -4.6331
H -1.9490 1.7536 -6.0719
C 0.8794 1.5112 -5.0990
C 2.0611 2.1350 -4.7025
H 2.0152 3.0063 -4.0608
C 3.2909 1.6446 -5.1083
H 4.1985 2.1408 -4.7913
C 3.3603 0.5120 -5.9108
H 4.3205 0.1246 -6.2235
C 2.1904 -0.1201 -6.3003
H 2.2331 -1.0037 -6.9233
C 0.9570 0.3789 -5.8989
H 0.0494 -0.1155 -6.2169
H -0.4658 2.0633 -3.5448
H -0.4788 3.1445 -4.9027
O -0.0702 0.1482 1.2754
Si -0.0499 0.2639 2.9487
C -0.0625 2.0880 3.3573
C -1.0570 2.9086 2.8068
C -1.0983 4.2704 3.1172
C -0.1462 4.8247 3.9785
C 0.8460 4.0158 4.5322
C 0.8897 2.6554 4.2254
C -1.5182 -0.4845 3.9407
C -1.7391 -1.8807 4.0512
C -2.7933 -2.3901 4.8123
C -3.6458 -1.5242 5.4914
C -3.4402 -0.1473 5.4129
C -2.3875 0.3683 4.6491
C 1.5378 -0.4535 3.7461
C 1.4977 -1.5545 4.6289
C 2.6686 -2.0780 5.1872
C 3.9033 -1.5065 4.8909
C 3.9672 -0.3999 4.0451
C 2.7981 0.1243 3.4826
H -1.8046 2.4921 2.1432
H -1.8694 4.8994 2.6935
H -0.1792 5.8784 4.2219
H 1.5800 4.4403 5.2060
H 1.6593 2.0622 4.6907
H -1.0896 -2.5942 3.5613
H -2.9427 -3.4604 4.8809
H -4.4591 -1.9207 6.0855
H -4.0959 0.5239 5.9516
H -2.2634 1.4377 4.6320
H 0.5839 -2.0372 4.9024
H 2.6152 -2.9326 5.8508
H 4.8066 -1.9163 5.3231
H 4.9261 0.0484 3.8207
H 2.8800 0.9829 2.8305
*
```

Computed properties:
**HOMO level (spin up / spin down)**: -3.60 / -4.00 eV
**Orbital gap (spin up / spin down)**: 6.25 / 6.66 eV
**LUMO energy (spin up / spin down)**: 0.098 / 0.098 hartree
**Maximum force**: 6.1 eV/A

These are the Löwdin partial charges, in e, on atoms 1 to 8: C -0.166; C -0.168; C -0.185; H 0.095; C -0.181; C -0.178; H 0.069; C -0.167

---

Listing total energy for the structures above in their given order: -2976.80701 -3553.38853 -3425.80358 hartree.